1) Below is a molecular structure, H29O14, with properties calculated with ωB97M-V/def2-TZVPD.

Summary:
* HOMO: -13.5 eV
* M: 253.2 g mol⁻¹

The geometry in ORCA input format:
```
! RIJCOSX wB97M-V def2-TZVPD def2/J DEFGRID3
* xyz 1 1
O -1.97319 1.51402 0.80785
H -0.60578 3.07742 3.45520
O 3.39808 -0.67175 -1.59888
H -0.32685 -2.85062 1.13464
H -0.70824 1.88813 0.69728
O -2.52775 -3.14049 1.47189
H -0.04740 3.64682 -2.87684
H -3.07249 -3.88392 1.82452
O 0.37267 -3.16841 0.54795
H -2.08235 -3.82508 -2.85201
H 0.10361 -3.59876 -0.27977
O -0.29977 -0.69146 -2.25575
H 0.17995 0.00180 -1.76567
H -0.39193 -1.34224 -1.53443
O -0.89637 -0.72609 1.87716
H 0.83053 2.37780 0.00075
H -0.80626 2.33703 -3.06368
O 2.77868 1.88254 2.59963
H 3.18413 2.41353 3.31261
H 4.29895 -0.41436 -1.42371
O -0.50265 2.53782 2.64357
H 0.45210 2.71345 2.67221
H -0.09826 2.47483 -1.18430
O -1.23393 -3.57268 -2.47737
H -2.10628 0.77610 1.45615
H -2.63021 2.17490 0.51597
O 2.10718 0.89329 0.00047
H 1.32694 -1.24605 1.02992
H -2.00486 -3.64688 0.84469
O 0.07591 2.67299 -2.78589
H -1.80119 -0.94091 2.08364
H -3.33892 0.50187 -1.96649
O -2.98200 1.20509 -2.49621
H -0.92889 -2.76777 -2.80361
H -3.55458 1.94449 -2.39212
O 2.25082 -1.54667 1.22796
H 3.12637 -1.17793 -2.35811
H 2.24234 -2.48878 1.06684
O -0.11208 2.55482 -0.16655
H 2.21012 0.03872 0.46169
H -0.46352 -0.30293 2.62796
H 2.96352 0.92704 -0.40257
H 3.59385 1.44927 2.32341
*
```



2) Below is 14 unconnected molecules or ions with the total composition H29O14, with properties calculated with ωB97M-V/def2-TZVPD.

Summary:
* HOMO: -13.7 eV
* M: 253.2 g mol⁻¹

The geometry in ORCA input format:
```
! RIJCOSX wB97M-V def2-TZVPD def2/J DEFGRID3
* xyz 1 1
O 2.40552 -1.49498 -2.44918
H 4.07568 3.01485 -0.13615
O -3.75238 1.96605 -0.93173
H 0.29656 3.22141 0.72882
H -4.70802 1.85069 -0.83937
O -0.13065 -1.65753 2.46040
H 1.75779 0.91675 2.38807
H 0.04165 -2.29096 1.75712
O -0.11378 2.56652 0.14354
H -1.81717 2.29630 -2.00044
H -0.47857 1.98037 0.82755
O -3.33004 -0.82273 -0.78749
H -3.71256 -1.52255 -1.30590
H -3.35301 -1.20507 0.10620
O -1.74522 0.91877 -2.30985
H 2.00537 -4.21533 2.33883
H 0.97849 -0.16763 1.68880
O 1.87353 -3.31995 2.68201
H 2.51970 -3.30380 3.40278
H -3.42592 1.11732 -0.57707
O 3.36466 3.61376 0.11960
H 3.61976 3.96041 0.97337
H 1.36983 3.61881 -1.14243
O -1.52825 3.31827 -1.84577
H 1.62974 -0.93909 -2.45371
H 2.44654 -2.00019 -1.63822
O -2.86877 -1.90974 2.07193
H 4.35860 -3.96384 0.08924
H 0.71328 -1.67054 2.91739
O 1.59264 0.56789 1.50597
H 1.52646 4.81610 -2.11934
H -1.95745 3.40874 -0.97497
O -1.04539 -3.51832 -0.11277
H -0.61773 3.73577 -1.80173
H -1.52139 -4.23004 -0.53985
O 3.66527 -3.34285 0.22721
H -0.31995 -3.06612 -0.54174
H 3.55008 -2.41916 0.03591
O 0.97346 4.05402 -1.92251
H -2.28763 -1.78250 2.82100
H -2.27915 0.14537 -2.49367
H -2.90510 -2.82858 1.79168
H -0.86647 0.58328 -2.15350
*
```



3) Below is 14 unconnected molecules or ions with the total composition H29O14, with properties calculated with ωB97M-V/def2-TZVPD.

Summary:
* HOMO: -13.8 eV
* M: 253.2 g mol⁻¹

The geometry in ORCA input format:
```
! RIJCOSX wB97M-V def2-TZVPD def2/J DEFGRID3
* xyz 1 1
O 0.91165 -2.42152 -3.33128
H 4.32579 1.87065 0.29108
O -0.96941 -3.64112 0.70460
H 0.11313 2.55182 -2.55690
H -1.83710 -4.01270 0.89702
O -3.47070 1.05682 -1.68263
H -0.52199 1.45237 2.89312
H -3.15411 1.80373 -2.20513
O -0.02694 1.88138 -1.87943
H -2.46474 2.82027 1.50108
H 0.38481 1.07739 -2.20442
O 2.96210 0.55368 2.79376
H 3.72875 0.11740 3.18234
H 2.26140 0.67068 3.43709
O -2.48444 -1.07707 1.15675
H -0.53663 -2.63070 -2.20891
H -1.75949 0.82269 3.38959
O -1.08880 -3.30991 -1.77737
H -2.01606 -3.20461 -2.00409
H -0.90293 -2.75897 1.09063
O 3.62504 2.29701 -0.22657
H 4.04124 3.00876 -0.72289
H -2.02506 -0.37642 -1.36866
O -3.18321 2.37437 1.94697
H 1.41178 -2.78114 -2.59744
H 1.33620 -1.56988 -3.48316
O 2.60014 -0.23116 -1.90275
H 3.09744 -1.13746 1.45828
H -3.74099 1.36564 -0.80722
O -0.98200 0.60365 2.85837
H -1.87422 -0.40479 1.51069
H -1.30452 -0.16656 -2.72123
O -0.32353 3.33603 0.96745
H -3.71966 3.01004 2.45175
H 0.12487 2.63724 0.45506
O 3.09214 -2.10305 1.41514
H 0.37113 4.01474 0.96715
H 3.49629 -2.35502 2.26334
O -1.52005 -0.82201 -2.06755
H 2.64350 0.68358 -1.62474
H -3.02544 -1.00554 1.95967
H 3.38071 -0.64403 -1.50301
H -0.97607 -3.35628 -0.71553
*
```



The structure with the least stability is 1).